Entry 1:
One molecule with the formula C4H6N2O. Source: the OMol25 dataset; level of theory: ωB97M-V/def2-TZVPD.

Calculated values
* orbital gap: 10.54 eV
* SMILES: CC1=NC(=O)NC1
* highest occupied orbital energy: -0.3645 hartree
* spin multiplicity: 1

Atoms and positions in Å:
C: 0.02604 -1.25313 -1.53183
C: 0.22194 -0.24412 -0.44765
N: 1.31935 0.37097 -0.22559
C: 1.09016 1.20810 0.93272
O: 1.93499 1.69649 1.63348
N: -0.27902 1.30351 1.12344
C: -0.87084 0.13034 0.54042
H: 0.97876 -1.46983 -2.01882
H: -0.68049 -0.87546 -2.28061
H: -0.39602 -2.18047 -1.12743
H: -0.58566 1.63856 2.02511
H: -1.84081 0.33443 0.07974
H: -0.91840 -0.65939 1.29700

Results of the Löwdin charge analysis, in e, for atoms 1 through 5:
1 C -0.024
2 C -0.319
3 N 0.195
4 C -0.531
5 O 0.086



Entry 2:
A 2-piece molecular cluster, C2H10N2S overall. Source: the OMol25 dataset; level of theory: ωB97M-V/def2-TZVPD.

Calculated values
* orbital gap: 9.94 eV
* SMILES: NCN.CS
* highest occupied orbital energy: -0.3346 hartree
* spin multiplicity: 1

Atoms and positions in Å:
N: 0.20728 2.71241 -1.08956
C: -0.51705 3.01904 -2.38661
N: -1.96584 3.00667 -2.34422
H: 0.47248 1.72554 -1.14694
H: 1.15098 3.02835 -1.34020
H: -0.15140 2.26713 -3.08753
H: -0.20319 4.00526 -2.70236
H: -2.22851 3.49530 -1.49580
H: -2.30950 2.06373 -2.37378
C: -0.38831 -3.14671 1.90406
S: 1.36488 -2.75309 1.89672
H: -0.51530 -3.73821 1.00072
H: -1.07687 -2.30679 1.89467
H: -0.65850 -3.73336 2.78122
H: 1.58657 -2.14257 3.09697

Results of the Löwdin charge analysis, in e, for atoms 1 through 5:
1 N -0.029
2 C -0.368
3 N -0.007
4 H 0.046
5 H 0.050



Entry 3:
C15H10F6IrN7S3Sb as an isolated structure. Source: the OMol25 dataset; level of theory: ωB97M-V/def2-TZVPD.

Calculated values
* net charge: +1
* orbital gap (alpha / beta): 8.03 / 6.34 eV
* highest occupied orbital energy (alpha / beta): -0.4376 / -0.4596 hartree
* spin multiplicity: 5

Atoms and positions in Å:
Ir: -0.05270 0.71978 -0.60470
N: -2.15893 -0.03007 3.14654
C: -1.00720 -0.59027 3.64520
C: -0.10888 -0.57144 2.65447
N: -0.71126 -0.04977 1.53103
C: -1.91756 0.35242 1.85424
C: -2.70943 0.96602 0.83408
N: -2.18022 1.14400 -0.36364
C: -3.09579 1.71867 -1.19093
C: -4.26817 1.79963 -0.48585
N: -3.97727 1.36971 0.79455
H: -2.93892 0.15533 3.74081
H: -1.05533 -0.97807 4.65480
H: 0.90627 -0.88567 2.72992
H: -2.81378 1.86356 -2.21910
H: -5.27526 2.10378 -0.71399
H: -4.58938 1.36184 1.62039
S: 2.47112 0.44369 -1.77637
C: 2.10925 -1.16543 -1.07206
C: 3.05674 -2.15820 -0.91497
C: 2.65808 -3.39673 -0.46412
C: 1.29919 -3.56035 -0.18236
C: 0.44220 -2.46887 -0.28038
N: 0.83234 -1.31452 -0.72190
H: 4.12599 -1.99652 -1.19573
H: 3.28219 -4.28889 -0.56150
H: 0.86555 -4.53415 -0.02545
H: -0.62452 -2.59255 -0.19070
S: 1.05540 2.59266 0.08366
C: 2.58046 1.95867 0.58019
S: 3.81676 1.34756 -0.57119
C: 3.00358 2.23385 1.84177
C: 4.24244 1.63827 2.34396
N: 5.18643 1.22805 2.85028
C: 2.17602 3.04173 2.66785
N: 1.40122 3.57151 3.33737
F: -1.54012 -0.86928 -2.31517
Sb: -0.84685 -0.22037 -4.02042
F: 0.80136 -0.95887 -3.49904
F: -1.39831 -1.78947 -4.85126
F: -0.13627 0.71952 -5.48205
F: -2.57135 0.67738 -4.20776
F: -0.33510 1.41189 -3.00049

Results of the Löwdin charge analysis, in e, for atoms 1 through 5:
1 Ir 1.177
2 N 0.143
3 C -0.048
4 C -0.094
5 N -0.001



Entry 4:
One molecule with the formula C4H9NO. Source: the OMol25 dataset; level of theory: ωB97M-V/def2-TZVPD.

Calculated values
* orbital gap: 9.87 eV
* highest occupied orbital energy: -0.3279 hartree
* spin multiplicity: 1

Atoms and positions in Å:
C: 1.03767 -0.61327 1.02130
C: 1.07128 0.03689 -0.35512
N: 0.00504 -0.35531 -1.71625
C: -0.23610 0.69536 -0.85775
C: -1.39673 0.57186 0.13680
O: -1.77762 -0.76744 0.29955
H: 0.87029 0.14475 1.79765
H: 0.22776 -1.33925 1.10479
H: 1.99398 -1.09980 1.22407
H: 1.85674 0.77689 -0.51086
H: 1.31578 -0.72663 -1.18795
H: -0.08579 1.72028 -1.23299
H: -2.22159 1.18389 -0.24832
H: -1.10604 0.98307 1.11461
H: -1.44650 -1.21014 -0.50707

Results of the Löwdin charge analysis, in e, for atoms 1 through 5:
1 C -0.064
2 C -0.242
3 N 0.094
4 C -0.407
5 C -0.247



Entry 5:
One molecule with the formula C4H9ClS. Source: the OMol25 dataset; level of theory: ωB97M-V/def2-TZVPD.

Calculated values
* orbital gap: 10.12 eV
* SMILES: C[C@@H](CS)CCl
* highest occupied orbital energy: -0.3398 hartree
* spin multiplicity: 1

Atoms and positions in Å:
C: 0.38686 1.51208 0.00201
C: -0.09924 0.12939 -0.41513
C: 0.65361 -1.07256 0.18889
S: 2.46673 -1.23125 0.05990
C: -1.58390 0.08742 0.17108
Cl: -2.51570 -1.37196 -0.05610
H: -0.18939 2.34777 -0.45644
H: 0.16063 1.45847 1.11097
H: 1.51802 1.54677 -0.02077
H: -0.15268 -0.07232 -1.45538
H: 0.17429 -1.92202 -0.25433
H: 0.23225 -1.20068 1.26909
H: 2.71055 -1.43785 -1.19317
H: -1.62103 0.28926 1.28932
H: -2.14101 0.93748 -0.23995

Results of the Löwdin charge analysis, in e, for atoms 1 through 5:
1 C -0.094
2 C -0.486
3 C -0.574
4 S 0.716
5 C -0.634



Entry 6:
One molecule with the formula C2H5N5O. Source: the OMol25 dataset; level of theory: ωB97M-V/def2-TZVPD.

Calculated values
* orbital gap: 8.66 eV
* SMILES: Cn1nn/c(=N\O)[nH]1
* highest occupied orbital energy: -0.3070 hartree
* spin multiplicity: 1

Atoms and positions in Å:
C: -0.78903 -1.50457 -1.51196
N: -0.08094 -0.47830 -0.68028
N: -0.75398 0.51500 -0.56322
N: -0.35014 1.33721 0.35941
C: 0.66397 0.64587 1.01692
N: 0.98980 0.93658 2.22552
O: 0.60339 2.29600 2.43117
N: 1.01405 -0.48995 0.18051
H: -0.15028 -2.13006 -2.23465
H: -1.08124 -2.21941 -0.61818
H: -1.56668 -0.72418 -2.11337
H: -0.36364 2.47579 1.94757
H: 1.86473 -0.65998 -0.43943

Results of the Löwdin charge analysis, in e, for atoms 1 through 5:
1 C -0.009
2 N -0.285
3 N -0.017
4 N 0.051
5 C -0.416



Q: Which energy relative to the best compared isomer or geometry (same formula, charge and spin) values were calculated for the entries above? A: 26.4; 74.5; 84.7; 462.0; 84.6; 593.6, in kJ/mol.
Q: Which F_max values were calculated for the entries above? A: 0.53; 1.47; 2.67; 0.41; 2.39; 6.85, in eV/Å.